*w*
A structure of composition C23H27OSi. Source: the Open Molecules 2025 dataset; level of theory: ωB97M-V with the def2-TZVPD basis set.

Calculated values
E_HOMO: -11.872 eV
Kohn-Sham gap: 8.04 eV
total charge: +1
LUMO energy: -3.8 eV

Structure (XYZ):
```
52
Properties=species:S:1:pos:R:3:mulliken_charge:R:1
C -2.003 -0.346 1.409 -0.301
C -3.267 0.552 1.367 -0.765
C -2.899 1.707 2.273 -0.797
C -1.773 1.443 2.991 -0.924
C -1.132 0.133 2.623 2.392
C 0.270 0.391 2.016 -0.463
C 0.990 1.581 2.229 -0.498
C 2.294 1.712 1.728 -0.874
C 2.887 0.632 1.036 -0.393
C 2.174 -0.571 0.830 -0.998
C 0.880 -0.675 1.337 0.201
H -2.304 -1.391 1.423 -0.809
H -1.431 -0.166 0.476 0.814
H -3.513 0.859 0.331 0.447
H -4.150 -0.019 1.735 0.297
H -3.514 2.622 2.261 0.456
H -1.355 2.072 3.800 0.524
H 0.534 2.417 2.766 0.392
H 2.847 2.659 1.856 0.394
H 3.921 0.718 0.667 0.376
H 2.614 -1.400 0.258 0.406
H 0.321 -1.596 1.160 0.335
C -3.013 -4.210 0.680 -1.153
Si -2.310 -4.264 2.401 0.635
C -3.079 -5.621 3.404 -1.285
C -0.448 -4.356 2.433 -1.077
O -2.751 -2.721 3.025 -0.465
C -2.477 -2.030 4.144 1.311
C -1.599 -0.923 4.166 -0.003
C -1.269 -0.734 5.649 -0.910
C -2.080 -1.754 6.380 0.269
C -2.106 -2.058 7.738 -0.654
C -2.994 -3.074 8.194 -0.509
C -3.811 -3.748 7.272 -0.732
C -3.760 -3.475 5.907 -0.579
C -2.883 -2.473 5.482 0.179
H -2.279 -4.587 -0.042 0.381
H -3.903 -4.850 0.629 0.354
H -3.301 -3.194 0.375 0.316
H -2.650 -6.582 3.089 0.388
H -2.897 -5.506 4.479 0.386
H -4.165 -5.658 3.235 0.323
H -0.049 -4.287 1.412 0.330
H 0.019 -3.567 3.041 0.294
H -0.146 -5.324 2.855 0.439
H -0.636 -0.995 3.468 -0.162
H -0.165 -0.912 5.744 0.336
H -1.440 0.295 6.040 0.410
H -1.485 -1.524 8.454 0.462
H -3.040 -3.307 9.272 0.388
H -4.509 -4.507 7.657 0.386
H -4.394 -3.982 5.196 0.730
```


*x*
A cluster of 2 separate species, C23H27OSi in total. Source: the Open Molecules 2025 dataset; level of theory: ωB97M-V with the def2-TZVPD basis set.

Calculated values
E_HOMO: -10.420 eV
Kohn-Sham gap: 4.11 eV
total charge: +1
LUMO energy: -6.3 eV

Structure (XYZ):
```
52
Properties=species:S:1:pos:R:3:mulliken_charge:R:1
C 1.232 -5.636 -0.853 -0.977
Si -0.273 -5.119 -1.973 0.675
C -0.014 -4.233 -3.688 -0.958
C -1.842 -4.689 -0.982 -0.988
H 0.596 -1.472 -0.047 0.228
H 1.253 -6.739 -0.866 0.365
H 2.240 -5.320 -1.164 0.366
H 1.167 -5.288 0.194 0.343
H -0.282 -5.002 -4.438 0.359
H -0.641 -3.340 -3.846 0.329
H 1.010 -3.882 -3.901 0.361
H -2.503 -5.559 -1.067 0.375
H -1.692 -4.463 0.077 0.362
H -2.436 -3.830 -1.299 0.379
C 4.947 -1.056 4.163 -1.450
C 3.861 -0.939 3.176 0.934
C 4.121 -1.452 1.906 -0.670
C 3.206 -1.218 0.891 -0.931
C 2.025 -0.477 1.135 0.908
C 1.037 -0.490 -0.018 -0.376
C -0.153 0.408 -0.116 0.575
C -0.526 1.328 0.844 -0.319
C -1.642 2.133 0.704 -0.856
C -2.451 1.943 -0.423 0.711
O -3.577 2.720 -0.725 -0.502
C -3.384 4.110 -0.838 0.008
C -3.503 4.733 -2.091 -0.131
C -3.254 6.104 -2.223 -0.678
C -2.847 6.809 -1.080 -0.233
C -2.710 6.211 0.171 -0.891
C -2.988 4.851 0.273 0.075
C -2.089 1.023 -1.418 -0.323
C -0.917 0.292 -1.292 -1.035
C 1.759 0.006 2.428 -0.133
C 2.652 -0.320 3.475 -1.067
H 4.717 -0.471 5.034 0.400
H 5.128 -2.068 4.503 0.302
H 5.857 -0.679 3.706 0.359
H 5.050 -2.007 1.720 0.371
H 3.374 -1.595 -0.123 0.341
H 1.640 -0.370 -0.919 0.433
H 0.056 1.465 1.737 0.249
H -1.917 2.814 1.506 0.254
H -3.833 4.114 -2.921 0.387
H -3.444 6.585 -3.200 0.341
H -2.606 7.848 -1.219 0.369
H -2.416 6.801 1.041 0.369
H -2.944 4.380 1.235 0.601
H -2.749 0.922 -2.274 0.437
H -0.606 -0.415 -2.074 0.441
H 0.852 0.607 2.638 0.158
H 2.460 -0.077 4.521 0.353
```


Of them, *w* has the highest stability.